Computed, not measured: a molecular structure, C16H13CuN3OS8, with the ωB97M-V functional and the def2-TZVPD basis.

Element x y z (Å)
Cu1 -3.38276 2.97082 -0.29212
S1 -4.87592 7.16423 0.70571
C1 -4.32628 5.70085 0.17327
S2 -2.78963 4.99699 0.75145
S3 -4.74698 4.66978 -1.05463
C2 2.04585 -4.35801 0.68754
S4 0.72320 -4.99596 1.82909
C3 -0.00052 -6.20594 0.77532
C4 -0.94564 -5.82681 -0.26351
S5 -1.10296 -4.45268 -1.13005
S6 -2.00642 -7.14707 -0.66184
C5 -1.43907 -8.42487 0.35237
S7 -2.07716 -9.96503 0.14510
S8 -0.04852 -7.83137 1.25746
H1 2.41260 -3.41862 1.05763
H2 1.55582 -4.19567 -0.30392
H3 2.88238 -5.05503 0.61739
C6 -5.23916 1.11873 -0.39880
O1 -3.87833 1.27418 -0.76851
H4 -5.45047 0.11575 0.03405
H5 -6.01145 1.32865 -1.15101
H6 -5.53146 1.73232 0.44562
N1 7.31300 2.83480 -0.88753
C7 6.19102 2.75820 -0.62499
C8 4.81115 2.61586 -0.21345
C9 4.35302 1.30824 0.10035
C10 2.98634 1.14836 0.39751
C11 2.09508 2.18248 0.15312
C12 2.56700 3.42045 -0.39495
C13 3.89748 3.66133 -0.48819
N2 0.65717 1.86495 0.04396
C14 0.07355 0.57493 0.06033
C15 -1.25222 0.72551 -0.09257
N3 -1.57481 2.10575 -0.16370
C16 -0.32944 2.69081 -0.06717
H7 5.03162 0.42684 0.24587
H8 2.75263 0.23896 0.97270
H9 1.85612 4.22169 -0.75477
H10 4.23972 4.66220 -0.86020
H11 0.73310 -0.29308 0.00505
H12 -1.97992 -0.09907 -0.18856
H13 -0.18875 3.75556 -0.05045

Forces on atoms 1 to 3 (eV/Å):
0.77 1.77 0.13
-0.42 -0.10 -0.15
2.29 0.39 0.83

Calculated values
Total charge = -2
E_HOMO (spin up / spin down) = -2.1 / -2.4 eV
HOMO-LUMO gap (spin up / spin down) = 4.64 / 4.98 eV
DFT total energy = -5683.017995 Ha
Expectation value of S² = 0.76
Multiplicity = 2

=====

Computed, not measured: 11 unconnected molecules or ions with the total composition C32H93N7O11, with the ωB97M-V functional and the def2-TZVPD basis.

Element x y z (Å)
C1 2.36867 -3.64200 -0.78835
O1 1.09021 -3.17706 -0.51100
H1 3.15011 -2.99715 -0.38633
H2 2.55684 -4.63735 -0.38591
H3 2.61843 -3.78842 -1.83920
H4 0.97551 -3.04501 0.43293
C2 -0.47486 -2.61802 3.01034
O2 0.76639 -3.02246 2.54079
H5 -0.68306 -1.71503 2.43643
H6 -1.22444 -3.40911 2.98982
H7 -0.33418 -2.39027 4.06696
H8 1.43340 -2.39910 2.83761
C3 0.28049 -0.01096 0.34170
O3 0.57975 1.16954 -0.37683
H9 1.18401 -0.51387 0.68638
H10 -0.28646 0.28139 1.22556
H11 -0.28759 -0.68411 -0.30037
H12 1.06787 1.00571 -1.18706
C4 3.02853 -0.70845 -2.61075
O4 2.11884 0.42080 -2.72853
H13 2.51358 -1.44055 -1.98869
H14 3.32910 -1.25812 -3.50274
H15 4.01199 -0.50189 -2.18858
H16 2.46537 1.16386 -3.22791
C5 -3.83182 -2.31131 -0.03247
C6 -4.50808 -3.02303 -1.20928
C7 -6.03979 -3.04032 -1.19765
O5 -6.52812 -3.84960 -2.28092
C8 -7.98196 -3.92767 -2.23231
N1 -4.10112 -2.26008 -2.38029
H17 -3.99896 -2.95758 0.82922
H18 -4.25826 -1.34860 0.24934
H19 -2.75475 -2.15956 -0.10320
H20 -4.14603 -4.03790 -1.37374
H21 -6.42503 -2.02077 -1.18345
H22 -6.45177 -3.40595 -0.25708
H23 -8.38061 -4.55269 -3.03139
H24 -8.41548 -2.93059 -2.30982
H25 -8.45463 -4.38067 -1.36084
H26 -3.11602 -2.48249 -2.39534
H27 -4.56786 -2.60951 -3.20500
C9 0.38541 -3.45968 -4.04671
C10 -1.02713 -3.73532 -3.56440
C11 -1.46506 -5.19545 -3.43833
O6 -1.08420 -5.99799 -4.56585
C12 -1.77499 -7.28049 -4.67801
N2 -1.29301 -2.96545 -2.36347
H28 1.03830 -3.93187 -3.31264
H29 0.77474 -2.44296 -4.09986
H30 0.62417 -3.95079 -4.99006
H31 -1.77361 -3.32935 -4.24709
H32 -2.54469 -5.25978 -3.30285
H33 -0.96524 -5.61534 -2.56543
H34 -1.32400 -7.94541 -3.94140
H35 -1.58448 -7.77655 -5.62970
H36 -2.85965 -7.28664 -4.57044
H37 -1.11925 -2.00670 -2.62935
H38 -0.67399 -3.20826 -1.60322
C13 -2.66702 0.07372 -4.38624
C14 -1.18387 0.38876 -4.23982
C15 -0.91966 1.91868 -4.25941
O7 -1.36338 2.40703 -5.56678
C16 -1.07578 3.77287 -5.89720
N3 -0.70531 -0.15573 -3.04932
H39 -3.29362 0.40758 -3.55919
H40 -2.77687 -1.00803 -4.46263
H41 -3.12904 0.53945 -5.25672
H42 -0.71442 -0.13665 -5.07150
H43 0.15013 2.08236 -4.12964
H44 -1.43543 2.50133 -3.49613
H45 -1.45665 3.96533 -6.90019
H46 0.01335 3.81176 -5.91644
H47 -1.41637 4.57805 -5.24621
H48 0.27758 0.07105 -2.99838
H49 -1.14502 0.27241 -2.24716
C17 1.79889 1.05665 4.09994
C18 2.56867 -0.23855 4.58620
C19 1.99854 -1.11021 5.72938
O8 1.94589 -0.29795 6.83989
C20 1.48462 -0.84469 8.07611
N4 2.80845 -1.04350 3.37832
H50 0.84713 0.82099 3.62380
H51 2.37149 1.65723 3.39314
H52 1.58544 1.60094 5.01988
H53 3.50224 0.20149 4.93682
H54 2.69308 -1.93212 5.90308
H55 1.03297 -1.57410 5.52793
H56 2.26967 -1.40460 8.58433
H57 0.57765 -1.42714 7.91406
H58 1.21322 0.02679 8.67190
H59 3.05908 -0.45514 2.59658
H60 3.65946 -1.57244 3.50526
C21 -4.21212 3.20420 2.93736
C22 -2.71163 3.32258 3.10063
C23 -1.99002 2.04180 3.53701
O9 -2.50412 1.67829 4.78305
C24 -1.86108 0.56918 5.40320
N5 -2.14703 3.71267 1.81078
H61 -4.56182 4.20156 2.67071
H62 -4.54699 3.07883 3.96704
H63 -4.52007 2.39425 2.27612
H64 -2.42914 4.13597 3.76897
H65 -0.95678 2.36333 3.66793
H66 -1.96505 1.15909 2.89802
H67 -2.17518 0.52072 6.44583
H68 -0.78347 0.72694 5.44769
H69 -1.97898 -0.40696 4.93271
H70 -2.30455 2.91510 1.21148
H71 -2.66964 4.47704 1.40740
C25 2.48267 4.36701 -0.75527
C26 1.13408 4.79922 -0.08795
C27 0.00256 5.11187 -1.05635
O10 0.27783 6.28400 -1.82057
C28 -0.77149 6.55252 -2.74507
N6 0.71722 3.77745 0.86627
H72 2.33797 3.44214 -1.31363
H73 3.19835 4.14550 0.03647
H74 2.86222 5.22315 -1.31301
H75 1.26462 5.67231 0.55141
H76 -0.88296 5.22845 -0.43157
H77 -0.21034 4.31825 -1.77255
H78 -1.04955 5.69148 -3.35285
H79 -0.44176 7.31613 -3.44954
H80 -1.65716 7.01720 -2.31176
H81 0.71712 2.88725 0.38911
H82 -0.17083 3.99063 1.29756
C29 4.27326 1.35744 1.05614
C30 5.02229 1.97320 2.25542
C31 6.50153 1.82291 1.97865
O11 6.70251 0.35366 1.95578
C32 8.06909 -0.04345 1.76258
N7 4.70217 3.38975 2.36942
H83 4.38888 0.28018 0.93672
H84 4.44565 1.77449 0.06395
H85 3.20615 1.52997 1.19609
H86 4.75127 1.52862 3.21302
H87 7.01149 2.23715 2.84838
H88 6.83654 2.43658 1.14243
H89 8.72851 0.33527 2.54350
H90 8.49764 0.44464 0.88724
H91 8.20876 -1.12308 1.70785
H92 3.72271 3.50409 2.15102
H93 5.24206 3.92972 1.70832

Forces on atoms 1 to 3 (eV/Å):
1.42 -0.83 0.45
-0.61 0.20 -0.83
0.07 0.23 0.09

Calculated values
Total charge = -1
E_HOMO (spin up / spin down) = 0.4 / -6.2 eV
HOMO-LUMO gap (spin up / spin down) = 1.73 / 8.26 eV
DFT total energy = -2485.651920 Ha
Expectation value of S² = 0.75
Multiplicity = 2

=====

Computed, not measured: a molecular structure, C5H3F6NO2S, with the ωB97M-V functional and the def2-TZVPD basis.

Element x y z (Å)
C1 -1.22386 -0.89093 1.20892
C2 1.16177 0.55934 -0.17821
C3 -2.76484 -1.02754 -0.74525
C4 1.72785 1.71357 0.62351
C5 1.84339 -0.73265 -0.31703
N1 -1.81047 -0.60759 0.23630
O1 -0.54216 -0.94218 2.10488
O2 -0.94956 1.95312 -0.58170
F1 2.70459 1.32018 1.49322
F2 2.18758 2.68257 -0.13814
F3 0.71989 2.29498 1.39094
F4 3.07909 -0.64622 -0.85548
F5 1.96766 -1.40293 0.83444
F6 1.13750 -1.53203 -1.16656
S1 -0.34077 0.71649 -0.91421
H1 -2.37343 -2.05827 -1.10239
H2 -3.72829 -1.05979 -0.35162
H3 -2.79596 -0.34011 -1.54160

Forces on atoms 1 to 3 (eV/Å):
-0.85 -0.05 -0.24
-1.62 1.04 -0.39
2.29 -2.80 -0.11

Calculated values
Total charge = 0
E_HOMO = -10.2 eV
HOMO-LUMO gap = 9.38 eV
DFT total energy = -1394.892330 Ha

=====

Computed, not measured: a gas-phase ion, C4H11N2 (charge +1), with the ωB97M-V functional and the def2-TZVPD basis.

Element x y z (Å)
C1 -1.78831 1.17372 0.02347
N1 -0.44371 0.70236 -0.04804
C2 -0.02200 -0.52227 -0.02426
C3 -0.75548 -1.78595 0.06079
C4 1.54739 -0.38353 -0.19524
N2 1.88491 1.00117 -0.00446
H1 -2.59897 0.45831 0.36157
H2 -1.88013 2.03992 0.61754
H3 -2.15613 1.51691 -0.97396
H4 0.41487 1.44396 -0.25166
H5 -0.96681 -1.87539 1.05941
H6 -1.62870 -1.61726 -0.44323
H7 -0.22323 -2.56500 -0.20329
H8 1.85855 -0.70627 -1.15715
H9 2.20566 -1.17847 0.28021
H10 2.90857 0.99863 -0.05034
H11 1.64350 1.29916 0.94863

Forces on atoms 1 to 3 (eV/Å):
-2.78 -0.67 -1.39
0.15 -0.28 -0.14
3.49 2.31 -0.90

Calculated values
Total charge = +1
E_HOMO = -15.0 eV
HOMO-LUMO gap = 11.25 eV
DFT total energy = -268.218921 Ha
SMILES string = C/[NH+]=C(\C)CN

=====

> Which formula does entry 3 have?

C5H3F6NO2S